The following is a DFT calculation (wB97M-V/def2-TZVPD) of C6H12N2 in the gas phase at a distorted geometry.

Each atom is followed by the atoms it is bonded to, with distances in Å.
Atoms and positions in Å:
1 C 1.9661 -0.7307 0.1851  C2 1.440, H7 1.185, H8 1.178, H9 1.198
2 C 0.6203 -0.6886 -0.3266  C1 1.440, C3 1.599, C5 1.527, N20 1.451
3 C 0.4433 0.7059 -1.0883  C2 1.599, H10 1.187, H11 1.092, N19 1.489
4 C -0.2368 0.7429 1.2045  C5 1.428, H13 1.328, H14 1.197, N19 1.486
5 C -0.6940 -0.3046 0.3490  C2 1.527, C4 1.428, C6 1.499, N20 1.479
6 C -2.0668 -0.2488 -0.2509  C5 1.499, H15 0.982, H16 0.996, H17 1.131
7 H 1.9721 0.4528 0.1201  C1 1.185
8 H 2.5157 -1.1464 -0.7703  C1 1.178
9 H 2.0622 -1.4227 1.1585  C1 1.198
10 H -0.4815 1.0526 -1.7472  C3 1.187
11 H 1.3822 1.1721 -1.3958  C3 1.092
12 H 1.0908 1.8029 0.4557  N19 1.048
13 H -1.1860 1.0706 2.0740  C4 1.328
14 H 0.8660 0.6074 1.6496  C4 1.197
15 H -2.0950 -0.6642 -1.1405  C6 0.982
16 H -2.4020 0.6670 -0.4557  C6 0.996
17 H -2.7748 -0.9570 0.2754  C6 1.131
18 H -0.8895 -2.0132 -0.6105  N20 1.130
19 N 0.1413 1.6088 0.0569  C3 1.489, C4 1.486, H12 1.048
20 N -0.2335 -1.7069 0.2568  C2 1.451, C5 1.479, H18 1.130

Summary:
Total charge: 0
E_LUMO, hartree: 0.034
Structure (SMILES): C[C@@]12CNC[C@]1(C)N2
Relative energy (zero: lowest compared OMol25 entry of this formula, charge and spin), kcal/mol: 214.4
Gap between HOMO and LUMO, eV: 8.606
DFT total energy, Ha: -344.9861